No. 1
ORCA calculation (ωB97M-V with the def2-TZVPD basis set) on C26H33ClGeN6SeTeW as an isolated structure.

Geometry as ORCA input:
```
! wB97M-V def2-TZVPD RIJCOSX def2/J DEFGRID3
* xyz 2 3
W -0.8860 0.5207 -1.1380
N 2.1215 -1.0331 -1.6595
C 2.2965 0.2531 -1.3817
N 3.5361 0.7026 -1.3808
C 3.7045 2.0070 -1.1875
N 4.9245 2.5017 -1.1407
N 2.6741 2.8981 -1.0446
C 1.4938 2.3817 -1.0350
N 1.1868 1.0445 -1.1503
C 0.3376 3.2956 -0.9082
C 0.4930 4.6665 -0.8701
C -0.6419 5.4531 -0.7382
C -1.8793 4.8344 -0.6586
C -1.9495 3.4557 -0.7287
N -0.8566 2.6906 -0.8576
H 2.9499 -1.5939 -1.7798
H 1.2249 -1.4719 -1.5302
H 5.7198 1.8937 -1.2530
H 5.0597 3.4903 -1.0082
H 1.4841 5.0889 -0.9369
H -0.5588 6.5306 -0.6988
H -2.7911 5.4037 -0.5487
H -2.8957 2.9382 -0.6655
Cl -5.0939 -3.6949 -2.1982
C -4.1474 -2.2872 -2.4516
C -4.4208 -1.1334 -1.7521
C -3.6297 -0.0042 -1.9770
C -2.5500 -0.0404 -2.8735
C -1.6734 1.1295 -3.0017
C -2.3112 -1.2403 -3.5895
C -3.1079 -2.3366 -3.3986
H -5.2512 -1.0989 -1.0607
H -3.9215 0.9386 -1.5298
H -2.1701 2.0960 -3.0179
H -0.9398 1.0431 -3.8061
H -1.5137 -1.2693 -4.3232
H -2.9594 -3.2445 -3.9677
Te -2.5200 0.3989 1.0385
C -1.0941 0.8708 2.5295
C -0.3362 2.0394 2.5101
C 0.5410 2.3199 3.5469
C 0.6491 1.4485 4.6237
C -0.1211 0.2955 4.6580
C -0.9829 0.0007 3.6097
H -0.4497 2.7539 1.7040
H 1.1237 3.2318 3.5330
H 1.3181 1.6760 5.4425
H -0.0556 -0.3735 5.5063
H -1.5856 -0.8994 3.6520
C 1.8008 -0.8211 1.6687
Ge 1.2859 -2.7083 1.7405
C 2.5323 -3.8457 0.7548
C 1.1093 -3.3567 3.5657
C -0.5539 -2.8782 0.9902
Se -1.0876 -2.1894 -0.7526
C -0.0746 -3.4266 -1.8821
H 2.7911 -0.6846 1.2336
H 1.7832 -0.3769 2.6628
H 1.0701 -0.2760 1.0668
H 3.4677 -3.9097 1.3118
H 2.7778 -3.4674 -0.2381
H 2.1432 -4.8587 0.6489
H 2.0725 -3.3082 4.0739
H 0.7704 -4.3923 3.5821
H 0.3987 -2.7499 4.1265
H -1.2599 -2.4051 1.6738
H -0.8392 -3.9305 0.9236
H 0.9101 -3.6161 -1.4630
H -0.0017 -3.0161 -2.8863
H -0.6404 -4.3544 -1.9076
*
```

The calculation puts the HOMO-LUMO gap (spin up / spin down) at 6.0 / 6.3 eV. The calculation puts the relative energy (zero: lowest compared OMol25 entry of this formula, charge and spin) at 7.97 kJ/mol. Its expectation value of S² is 2.030. The LUMO energy (spin up / spin down) is -7.1 / -6.9 eV. The HOMO energy (spin up / spin down) comes out at -13.1 / -13.3 eV.

No. 2
ORCA calculation (ωB97M-V with the def2-TZVPD basis set) on a 2-piece molecular cluster, C5H13NO overall at a distorted geometry.

Geometry as ORCA input:
```
! wB97M-V def2-TZVPD RIJCOSX def2/J DEFGRID3
* xyz 0 1
C 1.7806 0.0020 -2.6321
C 0.5212 0.3455 -2.3701
C 0.1151 1.5302 -1.5096
C -0.0475 1.2187 0.0243
C 0.6161 2.3116 0.8237
N 0.4031 -0.1242 0.5086
H 2.0586 -0.9580 -3.0466
H 2.5887 0.7010 -2.4607
H -0.3332 -0.2448 -2.6924
H -0.9170 1.7778 -1.7389
H 0.9315 2.2354 -1.6205
H -1.0991 1.1226 0.2948
H 0.7166 2.0279 1.8884
H 0.1530 3.2861 0.6944
H 1.6982 2.4646 0.6970
H 1.4081 -0.2053 0.5839
H 0.0669 -0.7907 -0.1548
O -2.8899 -4.3454 3.8019
H -2.4378 -3.5204 3.9870
H -2.1970 -4.9892 3.8591
*
```

The calculation puts the HOMO-LUMO gap at 10.2 eV. The calculation puts the relative energy (zero: lowest compared OMol25 entry of this formula, charge and spin) at 196.71 kJ/mol. The LUMO energy is 1.0 eV. The HOMO energy comes out at -9.2 eV.

No. 3
ORCA calculation (ωB97M-V with the def2-TZVPD basis set) on C10H17NNiO as an isolated structure at a distorted geometry.

Geometry as ORCA input:
```
! wB97M-V def2-TZVPD RIJCOSX def2/J DEFGRID3
* xyz -2 3
C -0.4453 0.8628 -2.3506
C 0.9434 0.9652 -2.0414
C 1.0552 1.5367 -0.7198
C -0.2706 1.6711 -0.2000
C -1.1800 1.2463 -1.2056
Ni 0.2172 -0.2033 -0.6444
N -3.7977 0.6202 0.6901
C 0.2854 -1.9475 -0.6426
C 1.6312 -1.4327 -0.6656
H 1.9489 1.8670 -0.2079
H 1.7457 0.8367 -2.7508
H -0.5741 2.0805 0.7534
H -2.2527 1.3878 -1.1635
H -0.8967 0.5781 -3.2960
H 2.1882 -1.3724 -1.6158
H -0.1812 -2.3602 0.2610
H -2.9573 0.0007 0.7717
H 2.2367 -1.4575 0.2497
H -0.1580 -2.4032 -1.5399
C 0.8713 1.2712 3.1773
C 0.9659 -0.0740 2.4630
C 1.3163 -1.2636 3.3526
O -0.2295 -0.3216 1.8700
H -0.0393 1.3056 3.7855
H 0.8071 2.0682 2.4307
H 1.7504 1.4341 3.8067
H 1.8324 0.0359 1.7518
H 0.4857 -1.4735 4.0340
H 1.4792 -2.1498 2.7328
H 2.2213 -1.0767 3.9372
*
```

The calculation puts the HOMO-LUMO gap (spin up / spin down) at 4.2 / 3.4 eV. The calculation puts the relative energy (zero: lowest compared OMol25 entry of this formula, charge and spin) at 0.00 kJ/mol. Its expectation value of S² is 2.023. The LUMO energy (spin up / spin down) is 5.8 / 5.8 eV. The HOMO energy (spin up / spin down) comes out at 1.6 / 2.4 eV.

No. 4
ORCA calculation (ωB97M-V with the def2-TZVPD basis set) on AgClH6O3 as an isolated structure at a distorted geometry.

Geometry as ORCA input:
```
! wB97M-V def2-TZVPD RIJCOSX def2/J DEFGRID3
* xyz 2 3
Ag -23.0296 2.9103 23.1857
Cl -24.7967 4.6703 22.0050
O -25.0762 5.6052 18.8027
H -25.7664 6.1666 19.1559
H -24.8764 4.9951 19.5126
O -27.7481 3.5462 20.9491
H -27.6889 2.6223 21.1921
H -27.0050 3.9584 21.3896
O -25.8295 6.7626 24.6836
H -25.5541 6.3074 23.8879
H -25.0436 6.7888 25.2294
*
```

The calculation puts the HOMO-LUMO gap (spin up / spin down) at 10.9 / 3.5 eV. Its expectation value of S² is 2.015. The LUMO energy (spin up / spin down) is -9.4 / -14.8 eV. The HOMO energy (spin up / spin down) comes out at -20.3 / -18.3 eV.

No. 5
ORCA calculation (ωB97M-V with the def2-TZVPD basis set) on one molecule with the formula C4H4ClF at a distorted geometry.

Geometry as ORCA input:
```
! wB97M-V def2-TZVPD RIJCOSX def2/J DEFGRID3
* xyz 0 1
C -1.3156 1.3335 0.0336
C -0.2604 0.6370 -0.3703
C 0.2294 -0.5175 0.4495
C 1.2909 -1.3690 0.0978
F 1.7680 -2.1392 1.0638
Cl 1.9836 -1.3143 -1.4646
H -1.8083 2.0226 -0.7753
H -1.9544 1.1793 0.8937
H 0.2588 0.7975 -1.4257
H -0.1921 -0.6300 1.4975
*
```

The calculation puts the HOMO-LUMO gap at 9.3 eV. The calculation puts the relative energy (zero: lowest compared OMol25 entry of this formula, charge and spin) at 76.60 kJ/mol. The LUMO energy is 0.7 eV. The HOMO energy comes out at -8.7 eV.

No. 6
ORCA calculation (ωB97M-V with the def2-TZVPD basis set) on C20H13MoN3O11 as an isolated structure at a distorted geometry.

Geometry as ORCA input:
```
! wB97M-V def2-TZVPD RIJCOSX def2/J DEFGRID3
* xyz 2 1
Mo 0.6151 0.0434 0.3395
O -0.0700 3.7497 -1.1607
C 0.0548 2.5669 -1.0840
O 0.4957 1.9119 0.0455
C 0.0352 1.4831 -2.1840
C -0.2028 1.6353 -3.5528
C 0.1966 0.5816 -4.4303
C 0.8153 -0.5528 -3.8871
C 1.0161 -0.6119 -2.5517
N 0.5949 0.3724 -1.7645
C 1.9330 -1.5254 -1.7165
O 2.5374 -2.4514 -2.1144
O 1.9018 -1.0760 -0.4196
H -0.6990 2.5118 -3.9749
H 0.0408 0.7710 -5.4862
H 1.1388 -1.3280 -4.5464
C 3.9454 1.6106 0.2368
C 3.3536 1.2313 1.5327
N 2.1994 0.5845 1.6703
C 1.9035 0.3665 2.9874
C 2.9136 0.9175 3.7218
N 3.7844 1.4741 2.8042
C 3.1407 1.2362 5.1788
O 2.2596 0.8980 6.0271
O 4.0789 1.9776 5.3948
C 0.6507 -0.2807 3.2486
O 0.1573 -0.4528 4.3121
O 0.0817 -0.6010 2.0517
H 5.0910 1.6878 0.2364
H 3.5705 2.5078 -0.0594
H 3.6289 0.9833 -0.5587
H 4.6279 1.9327 3.1675
H 1.5055 0.4082 5.6925
O -4.0445 0.6691 -0.3433
C -4.1684 -0.6975 -0.4779
C -5.4251 -1.2417 -0.8202
C -5.4766 -2.6066 -0.9174
C -4.3403 -3.4357 -0.8981
C -3.0896 -2.9091 -0.6816
C -3.0310 -1.5122 -0.4652
C -1.7273 -0.9521 -0.1640
O -1.3690 0.2752 0.2237
O -0.5747 -1.5535 -0.2956
H -4.8824 1.1356 -0.6267
H -6.2358 -0.5260 -0.8851
H -6.3399 -3.1372 -1.0568
H -4.4502 -4.5476 -1.1190
H -2.1412 -3.5241 -0.6293
*
```

The calculation puts the HOMO-LUMO gap at 5.0 eV. The calculation puts the relative energy (zero: lowest compared OMol25 entry of this formula, charge and spin) at 0.00 kJ/mol. The LUMO energy is -10.0 eV. The HOMO energy comes out at -15.0 eV.

no.,molecular weight (g/mol)
1,928.055
2,103.165
3,225.945
4,197.366
5,106.527
6,567.274